Computed, not measured: C32H78AsF6N8O4 as an isolated structure in a non-equilibrium geometry, with ωB97M-V/def2-TZVPD.

Last column: Löwdin charge in e.
Geometry (Å):
As: 17.542 9.792 -11.783  0.9751
F: 17.005 9.256 -13.422  -0.3120
F: 18.139 8.150 -11.410  -0.3015
F: 18.070 10.394 -10.124  -0.3427
F: 17.031 11.528 -12.218  -0.3545
F: 15.904 9.549 -11.056  -0.3177
F: 19.230 10.271 -12.432  -0.3468
C: 15.925 12.066 -4.864  -0.0743
C: 14.877 13.058 -4.700  -0.2130
N: 14.629 13.825 -5.875  -0.0522
C: 15.473 14.481 -6.647  -0.0260
C: 14.890 14.861 -7.877  0.0272
N: 13.623 14.325 -7.894  -0.0961
C: 13.430 13.722 -6.615  0.0935
C: 12.609 14.540 -8.891  0.0021
H: 16.069 11.437 -3.986  0.0990
H: 16.855 12.621 -4.993  0.0844
H: 15.775 11.321 -5.645  0.0997
H: 15.164 13.764 -3.921  0.1464
H: 13.958 12.577 -4.364  0.1406
H: 16.478 14.615 -6.273  0.1431
H: 15.322 15.413 -8.699  0.1375
H: 12.505 13.223 -6.368  0.1582
H: 12.206 13.539 -9.047  0.1074
H: 13.070 14.705 -9.865  0.1070
H: 11.873 15.296 -8.620  0.1152
C: 24.071 1.943 -10.982  -0.0640
C: 25.451 1.210 -11.029  -0.1102
N: 25.228 -0.236 -10.648  -0.0496
C: 24.406 -1.074 -11.361  -0.0239
C: 24.345 -2.319 -10.725  0.0320
N: 24.959 -2.185 -9.459  -0.1004
C: 25.589 -0.953 -9.454  0.0730
C: 25.161 -3.169 -8.429  -0.0029
H: 23.353 1.799 -10.175  0.0862
H: 23.545 1.682 -11.901  0.0639
H: 24.098 2.985 -11.299  0.0800
H: 26.127 1.548 -10.243  0.1192
H: 25.954 1.178 -11.996  0.1325
H: 24.028 -0.782 -12.329  0.1373
H: 24.002 -3.328 -10.896  0.1373
H: 26.251 -0.673 -8.648  0.1575
H: 24.260 -3.779 -8.367  0.1071
H: 25.355 -2.764 -7.436  0.1110
H: 25.932 -3.906 -8.654  0.1139
C: 14.690 1.445 -9.042  0.0473
N: 14.123 1.181 -10.485  -0.3562
C: 13.121 2.237 -10.954  0.0498
C: 15.322 1.113 -11.462  0.0048
C: 13.527 -0.248 -10.534  -0.0588
C: 12.088 -0.350 -9.847  -0.1913
O: 11.972 -0.077 -8.431  -0.0665
H: 15.609 0.905 -8.814  0.1144
H: 13.855 1.412 -8.342  0.0959
H: 14.904 2.514 -9.060  0.1001
H: 12.527 2.380 -10.052  0.1135
H: 12.579 1.765 -11.774  0.1113
H: 13.800 3.027 -11.275  0.1087
H: 15.826 2.024 -11.139  0.1006
H: 14.991 1.069 -12.499  0.1101
H: 16.028 0.297 -11.307  0.1076
H: 14.326 -0.885 -10.155  0.1362
H: 13.432 -0.423 -11.605  0.1269
H: 11.810 -1.375 -10.093  0.1213
H: 11.204 0.133 -10.264  0.1219
H: 11.131 -0.411 -8.112  0.1023
C: 25.035 10.494 -8.617  0.0158
N: 25.751 11.507 -7.689  -0.3075
C: 24.913 12.788 -7.585  0.0145
C: 25.854 10.657 -6.340  0.0564
C: 27.076 11.884 -8.330  -0.0828
C: 27.711 13.166 -7.664  -0.2142
O: 27.877 13.082 -6.258  -0.0580
H: 25.169 10.833 -9.644  0.1022
H: 23.995 10.435 -8.297  0.1116
H: 25.677 9.615 -8.559  0.1071
H: 25.224 13.642 -6.982  0.1080
H: 23.942 12.425 -7.245  0.1035
H: 24.768 13.163 -8.598  0.1145
H: 26.701 9.975 -6.413  0.1058
H: 24.994 10.050 -6.056  0.1047
H: 26.042 11.467 -5.636  0.0940
H: 27.079 11.936 -9.419  0.1378
H: 27.743 11.032 -8.191  0.1320
H: 27.178 14.091 -7.883  0.1155
H: 28.738 13.234 -8.021  0.1312
H: 28.300 13.891 -5.961  0.1080
C: 15.654 15.337 -18.099  0.0056
N: 16.077 16.794 -17.927  -0.3182
C: 16.339 17.426 -19.356  0.0463
C: 14.985 17.586 -17.227  0.0241
C: 17.373 16.779 -17.045  -0.0662
C: 17.848 18.114 -16.371  -0.2254
O: 17.880 19.208 -17.254  -0.0528
H: 15.469 14.912 -17.113  0.1071
H: 16.468 14.764 -18.542  0.1059
H: 14.847 15.271 -18.829  0.1111
H: 17.203 16.905 -19.768  0.1086
H: 16.607 18.483 -19.368  0.0983
H: 15.403 17.455 -19.915  0.1043
H: 15.301 18.617 -17.068  0.1064
H: 14.769 17.012 -16.326  0.1146
H: 14.223 17.786 -17.981  0.1108
H: 18.177 16.225 -17.529  0.1368
H: 17.061 16.222 -16.162  0.1235
H: 18.866 17.844 -16.091  0.1289
H: 17.283 18.410 -15.487  0.1236
H: 18.574 19.800 -16.956  0.1068
C: 14.305 4.892 -21.746  0.0040
N: 13.202 5.166 -20.770  -0.3545
C: 13.666 5.826 -19.439  0.0600
C: 12.269 6.134 -21.564  0.0231
C: 12.401 3.894 -20.532  -0.0890
C: 13.033 2.850 -19.542  -0.2437
O: 12.101 1.825 -19.453  -0.0258
H: 13.913 4.484 -22.677  0.1213
H: 15.043 4.289 -21.217  0.1108
H: 14.784 5.839 -21.997  0.1112
H: 12.817 5.890 -18.758  0.1108
H: 13.910 6.829 -19.787  0.1085
H: 14.434 5.135 -19.090  0.1017
H: 11.446 6.456 -20.926  0.1089
H: 11.906 5.489 -22.365  0.1083
H: 12.727 7.033 -21.976  0.1120
H: 12.233 3.390 -21.484  0.1443
H: 11.474 4.241 -20.074  0.1351
H: 13.313 3.198 -18.548  0.1205
H: 13.867 2.377 -20.060  0.1282
H: 11.455 2.043 -18.777  0.1041

Atomic forces in eV per Å
As 0.90 2.29 0.03
F 0.53 0.44 1.90
F -0.81 1.51 -0.31
F -0.53 -0.83 -1.98
F 0.51 -2.23 0.56
F 1.73 -0.18 -1.01
F -2.39 -0.96 0.85
C 2.01 -1.38 -0.15
C -1.17 0.42 2.20
N -5.41 -0.71 -3.70
C 1.55 1.66 -2.10
C 0.51 -1.12 1.95
N 1.36 -0.16 4.75
C 2.00 1.11 -1.99
C -0.27 -1.34 -0.86
H -0.20 0.39 0.34
H 0.32 -0.49 -0.32
H -0.08 0.41 -0.42
H -0.09 0.01 0.14
H -0.24 0.33 -0.24
H 0.01 0.30 -0.39
H -0.13 -0.12 0.11
H 0.25 0.00 0.32
H -0.83 0.24 0.12
H 0.20 0.60 0.28
H 0.17 -0.17 -0.02
C 0.16 0.06 -2.25
C -0.94 -0.68 1.88
N 0.06 -2.41 3.03
C 0.68 -2.02 0.40
C 0.19 1.07 1.56
N 2.02 3.90 -2.41
C -2.09 -0.16 -2.39
C -0.46 -1.71 0.47
H 0.74 -0.16 0.33
H -0.33 -0.97 -0.01
H 0.82 0.42 0.98
H 0.11 0.34 -0.33
H -0.24 0.39 0.07
H -0.01 -0.12 0.13
H -0.56 0.42 -0.73
H -0.11 0.48 -0.21
H -0.17 0.23 0.13
H -0.05 0.41 -0.34
H 0.32 0.40 -0.31
C -1.23 1.76 -1.48
N 1.43 -2.68 0.20
C 1.70 -1.60 0.91
C -0.38 1.20 1.25
C -1.65 2.06 0.86
C -0.16 -1.21 0.31
O 1.57 0.02 -0.95
H -0.52 -0.38 -0.18
H 0.20 -0.92 0.03
H 0.48 0.07 -0.07
H -0.30 0.69 -0.51
H -0.12 0.42 0.07
H -0.83 0.53 0.11
H 0.41 0.14 -1.03
H -0.15 0.40 0.20
H -0.53 -0.27 0.51
H -0.54 -0.20 0.39
H -0.38 -0.33 0.10
H 0.28 -0.54 0.43
H 0.78 0.95 -1.05
H -0.14 -0.15 -0.04
C 1.36 1.34 -0.12
N -0.93 -0.84 -0.50
C -1.17 -1.21 -0.39
C 1.03 2.21 -0.32
C 1.37 0.21 2.11
C 0.79 -0.42 -0.26
O -1.02 -0.96 0.16
H -0.57 0.25 0.04
H 0.28 -0.44 -0.16
H -0.68 -0.36 0.28
H 0.67 -0.79 0.36
H -0.05 0.32 0.16
H 0.15 -0.18 -0.09
H 0.11 0.37 -0.20
H -0.44 0.57 -0.71
H 0.17 -0.59 0.46
H -0.92 0.61 0.06
H 0.10 -0.01 0.51
H -0.13 -0.17 -0.53
H -0.18 0.08 -0.92
H 0.11 0.08 0.09
C 0.62 0.58 -0.39
N 1.19 1.04 -0.86
C 0.14 -0.01 1.11
C 0.90 0.07 -1.03
C -1.29 0.94 0.89
C 0.22 -0.45 -1.13
O -0.10 -0.20 -0.43
H -0.42 0.14 -0.19
H 0.26 0.29 0.08
H -0.31 0.17 0.51
H -0.54 -0.28 -0.32
H 0.23 -0.03 1.11
H 0.11 -0.99 -0.09
H 0.65 -0.28 0.58
H -0.64 0.48 -0.15
H -0.64 -0.95 0.41
H -0.27 0.29 -0.41
H 0.06 -0.49 -0.13
H 0.05 0.01 0.45
H -0.23 -0.52 0.08
H 0.03 0.28 -0.13
C 0.84 0.57 0.94
N -1.32 1.13 -0.89
C -0.70 -0.84 -2.20
C -0.33 -1.02 0.68
C 0.57 0.35 1.48
C 0.02 0.11 -1.47
O -0.58 -0.51 0.26
H -0.01 -0.34 0.38
H -0.04 -0.34 -0.50
H -0.01 0.02 0.10
H 0.04 -0.21 -0.12
H 0.77 -0.13 0.66
H 0.25 0.81 0.32
H 0.02 -0.27 0.05
H -0.24 0.42 -0.07
H 0.64 -0.36 0.24
H -0.11 0.18 0.10
H -0.20 -0.14 -0.27
H 0.15 0.44 -0.18
H 0.44 0.27 0.33
H -0.24 -0.14 0.04

Gap between HOMO and LUMO   10.00 eV
E_HOMO   -0.6246 Ha
Relative energy (zero: lowest compared OMol25 entry of this formula, charge and spin)   72.08 kcal per mole
Largest force on an atom   6.591 eV/A
Spin multiplicity   1
Total charge   +5
DFT total energy   -4838.3397 Ha